Molecular formula: C44H34Cl2N2O7PSV
Method: DFT, the ωB97M-V functional and the def2-TZVPD basis

The total energy is -134350.3851 eV. For the maximum force, the calculation gives 3.35 eV/A. The HOMO energy (spin up / spin down) is -7.1 / -7.3 eV. As for the multiplicity: 3. As for the relative energy (zero: lowest compared OMol25 entry of this formula, charge and spin): 181.0 kJ/mol.

Last column: Löwdin charge in e.
Atoms and positions in Å:
V -0.311 -0.173 0.491  0.715
O -3.387 1.317 -1.843  -0.020
N -2.233 0.756 -2.357  -0.020
C -1.739 1.427 -3.308  -0.086
C -0.478 0.988 -3.957  -0.193
C -0.125 1.657 -5.119  -0.042
C 1.034 1.337 -5.815  -0.070
C 1.860 0.344 -5.325  -0.067
C 1.523 -0.323 -4.150  -0.070
C 0.358 -0.029 -3.452  -0.255
P -0.088 -0.950 -1.917  1.104
C -1.314 -2.176 -2.476  -0.354
C -1.222 -2.798 -3.718  -0.093
C -2.163 -3.745 -4.098  -0.074
C -3.210 -4.066 -3.245  -0.079
C -3.319 -3.433 -2.014  -0.073
C -2.376 -2.492 -1.632  -0.107
C 1.433 -1.946 -1.642  -0.373
C 2.445 -1.315 -0.917  -0.100
C 3.668 -1.934 -0.700  -0.049
C 3.887 -3.209 -1.202  -0.071
C 2.885 -3.852 -1.920  -0.078
C 1.669 -3.223 -2.143  -0.115
H -3.529 0.808 -1.028  0.073
H -2.227 2.337 -3.659  0.135
H -0.780 2.438 -5.489  0.113
H 1.282 1.859 -6.731  0.107
H 2.771 0.081 -5.846  0.108
H 2.194 -1.089 -3.782  0.102
H -0.418 -2.537 -4.399  0.109
H -2.080 -4.228 -5.064  0.104
H -3.942 -4.807 -3.541  0.103
H -4.140 -3.673 -1.349  0.108
H -2.467 -2.001 -0.669  0.090
H 2.289 -0.320 -0.519  0.059
H 4.440 -1.415 -0.143  0.108
H 4.837 -3.702 -1.035  0.105
H 3.054 -4.848 -2.311  0.105
H 0.900 -3.736 -2.707  0.093
C -1.345 7.389 0.287  -0.070
O -0.741 6.149 -0.059  -0.061
C -1.292 5.020 0.430  -0.265
C -2.391 5.003 1.297  -0.011
C -2.913 3.782 1.678  -0.012
C -2.372 2.573 1.244  -0.094
C -3.031 1.289 1.556  -0.365
C -4.125 1.266 2.593  -0.009
O -2.775 0.242 0.966  -0.005
C -1.211 2.627 0.451  -0.282
O -0.588 1.496 0.126  -0.292
C -0.696 3.832 0.026  0.087
H -0.819 8.148 -0.283  0.093
H -1.235 7.596 1.353  0.097
H -2.402 7.400 0.017  0.094
H -2.832 5.916 1.666  0.101
H -3.790 3.774 2.313  0.113
H -5.022 1.747 2.194  0.096
H -3.834 1.796 3.500  0.084
H -4.355 0.230 2.825  0.087
H 0.175 3.851 -0.616  0.138
Cl -0.319 -4.678 0.279  0.770
C -0.859 -4.033 1.788  -0.560
C -1.227 -4.950 2.798  -0.122
C -1.619 -4.502 4.014  -0.596
Cl -2.031 -5.655 5.251  0.697
C -1.687 -3.110 4.289  -0.162
C -2.070 -2.565 5.535  -0.025
C -2.093 -1.214 5.696  -0.038
C -1.762 -0.395 4.595  -0.130
N -1.420 -0.863 3.425  0.102
C -1.349 -2.207 3.260  -0.138
C -0.887 -2.687 1.995  -0.290
O -0.485 -1.797 1.066  -0.300
H -1.171 -6.010 2.591  0.107
H -2.326 -3.230 6.348  0.091
H -2.360 -0.765 6.644  0.106
H -1.770 0.687 4.697  0.114
O 7.886 1.528 1.510  0.106
C 6.822 2.032 0.834  -0.484
O 7.016 2.806 -0.061  0.109
C 5.465 1.572 1.256  -0.156
C 5.206 0.855 2.424  -0.038
C 3.917 0.476 2.760  -0.114
C 2.832 0.801 1.937  -0.666
S 1.213 0.334 2.423  0.678
C 3.104 1.528 0.768  -0.125
C 4.392 1.907 0.438  -0.014
H 7.590 0.885 2.163  0.081
H 6.002 0.584 3.112  0.107
H 3.730 -0.077 3.672  0.098
H 2.278 1.811 0.125  0.092
H 4.593 2.475 -0.462  0.123

***

Molecular formula: C44H34N5O8P2Re
Method: DFT, the ωB97M-V functional and the def2-TZVPD basis

As for the net charge: +1. The total energy is -90710.1641 eV. For the maximum force, the calculation gives 0.34 eV/A. The HOMO energy (spin up / spin down) is -10.8 / -10.8 eV. As for the multiplicity: 2. As for the relative energy (zero: lowest compared OMol25 entry of this formula, charge and spin): 0.0 kJ/mol.

Last column: Löwdin charge in e.
Atoms and positions in Å:
Re 1.025 -1.192 0.257  1.531
O 0.570 -4.602 -1.903  0.153
C 0.783 -3.479 -1.538  -0.416
N 0.804 -3.057 -0.200  -0.143
C 1.274 -4.020 0.791  -0.101
C 2.592 -3.484 1.310  -0.229
C 3.464 -4.221 2.092  0.016
C 4.626 -3.617 2.546  -0.018
C 4.889 -2.298 2.201  -0.025
C 3.971 -1.623 1.422  -0.085
N 2.850 -2.208 0.987  -0.019
C 1.203 -2.371 -2.457  -0.205
C 1.405 -2.573 -3.804  0.027
C 1.940 -1.530 -4.550  -0.011
C 2.249 -0.342 -3.913  -0.025
C 1.995 -0.206 -2.556  -0.117
N 1.484 -1.208 -1.841  -0.051
H 1.388 -5.007 0.342  0.136
H 0.568 -4.089 1.622  0.125
H 3.228 -5.245 2.344  0.132
H 5.321 -4.171 3.162  0.123
H 5.785 -1.796 2.535  0.118
H 4.111 -0.587 1.137  0.123
H 1.159 -3.535 -4.232  0.136
H 2.121 -1.650 -5.609  0.123
H 2.681 0.487 -4.455  0.115
H 2.200 0.714 -2.023  0.106
O 1.141 2.561 1.594  0.134
C 1.360 1.390 1.737  -0.497
O 1.626 0.610 0.655  -0.237
C 1.370 0.716 3.066  -0.044
C 1.667 1.496 4.173  0.090
C 1.707 0.917 5.427  -0.116
C 1.444 -0.428 5.621  0.098
C 1.089 -1.191 4.532  -0.045
C 1.025 -0.652 3.219  -0.245
O 0.666 -1.383 2.213  -0.232
N 0.839 -2.616 4.764  -0.331
O 0.010 -3.183 4.073  0.077
O 1.489 -3.151 5.640  0.098
N 2.057 1.746 6.588  -0.353
O 2.091 1.198 7.671  0.092
O 2.288 2.921 6.383  0.092
H 1.877 2.548 4.050  0.141
H 1.512 -0.868 6.605  0.141
C -1.383 1.390 -0.834  -0.462
P -1.236 -0.315 -0.207  0.956
C -2.161 -0.263 1.355  -0.349
C -2.804 0.890 1.805  -0.070
C -3.452 0.896 3.032  -0.060
C -3.469 -0.245 3.817  -0.057
C -2.830 -1.397 3.379  -0.057
C -2.174 -1.403 2.161  -0.126
C -2.137 -1.415 -1.342  -0.342
C -1.756 -1.466 -2.684  -0.133
C -2.393 -2.330 -3.560  -0.063
C -3.403 -3.164 -3.106  -0.058
C -3.786 -3.118 -1.774  -0.056
C -3.162 -2.246 -0.895  -0.067
P -0.699 1.863 -2.510  1.054
C -2.141 2.799 -3.146  -0.374
C -2.017 4.089 -3.656  -0.083
C -3.113 4.732 -4.215  -0.072
C -4.343 4.097 -4.271  -0.078
C -4.476 2.809 -3.770  -0.077
C -3.382 2.162 -3.220  -0.114
C 0.471 3.194 -2.080  -0.412
C 0.298 4.102 -1.038  -0.099
C 1.231 5.099 -0.814  -0.062
C 2.347 5.209 -1.633  -0.067
C 2.529 4.318 -2.679  -0.074
C 1.596 3.313 -2.894  -0.128
H -0.920 2.021 -0.070  0.032
H -2.454 1.609 -0.839  0.053
H -2.805 1.796 1.218  0.096
H -3.944 1.798 3.370  0.112
H -3.975 -0.236 4.773  0.113
H -2.824 -2.289 3.991  0.113
H -1.648 -2.299 1.856  0.100
H -0.965 -0.825 -3.057  0.055
H -2.098 -2.347 -4.602  0.113
H -3.896 -3.843 -3.789  0.113
H -4.580 -3.759 -1.415  0.113
H -3.494 -2.207 0.133  0.098
H -1.067 4.603 -3.615  0.101
H -3.003 5.736 -4.603  0.109
H -5.197 4.602 -4.704  0.107
H -5.433 2.305 -3.809  0.107
H -3.506 1.154 -2.841  0.094
H -0.572 4.046 -0.395  0.110
H 1.086 5.795 0.002  0.114
H 3.074 5.990 -1.455  0.109
H 3.392 4.404 -3.325  0.106
H 1.730 2.624 -3.721  0.082